Entry 1:
23
Properties=species:S:1:pos:R:3:forces:R:3:nbo_charge:R:1 method="wB97M-V/def2-TZVPD" relative_energy_kcal_mol=158.37 e_tot_ev=-10443.693 total_charge=+1 orbital_gap_ev=5.251 e_homo_ev=-13.123
O -0.2628 3.1831 -1.1227 0.6302 -2.1699 0.5970 -0.680
N 0.3904 1.1631 3.3479 0.3244 -0.6574 0.6528 -1.109
N -0.3056 -1.7503 -0.5463 -1.1576 0.7392 0.9106 -0.314
C -0.6319 1.7452 -1.1193 2.5884 1.0720 -0.7734 -0.206
C -0.4327 -2.8945 0.3578 0.9167 -1.3314 1.6033 -0.469
C -0.0385 -0.4213 0.2841 1.5044 -3.5386 -0.1832 -0.415
C 0.4019 0.7781 -0.4559 -4.0662 2.4935 1.2338 0.349
C 0.6174 -1.9759 -1.6472 0.9704 0.4270 1.5701 -0.396
H 0.6824 3.2828 -1.3714 -0.8409 -0.0039 0.0108 0.480
H 0.7672 1.8438 2.6823 -0.0394 -0.0645 0.9679 0.355
H 0.7499 -0.7452 1.0073 -0.3148 0.7898 -0.3983 0.250
H 0.0763 -2.5353 -2.4521 0.9333 0.4108 0.6603 0.252
H 0.9087 -0.9211 -1.8476 0.1760 -0.7650 -1.1987 0.171
H -0.8249 1.5643 -2.1847 -0.3433 -0.8568 0.2078 0.274
H -1.5242 1.6501 -0.5193 -0.5373 -0.1305 0.1184 0.273
H -0.2563 1.5840 4.0123 -0.0778 0.3516 -0.6275 0.380
H 1.1523 1.4422 -0.0239 1.1473 -0.9230 -0.4228 0.232
H -1.2766 -2.8468 1.1025 0.9767 0.7577 -0.5550 0.235
H 1.1143 0.7937 3.9914 -0.1919 0.4123 -1.0677 0.378
H 0.6057 -3.1507 0.9636 -2.4097 0.6896 -1.4460 0.194
H -0.9760 -0.4048 0.8503 -0.0128 1.0983 -0.2292 0.308
H 1.5478 -2.4649 -1.1928 -0.8632 0.3155 -1.3410 0.206
H -0.7349 -3.8360 -0.1636 0.6870 0.8834 -0.2901 0.254

Entry 2:
23
Properties=species:S:1:pos:R:3:forces:R:3:nbo_charge:R:1 method="wB97M-V/def2-TZVPD" relative_energy_kcal_mol=35.90 e_tot_ev=-19236.256 total_charge=+1 orbital_gap_ev=7.587 e_homo_ev=-11.406
S 0.4176 -0.0562 3.9594 0.4734 -0.2510 -0.1371 -0.057
N -0.4782 0.2431 0.1353 -0.3440 -1.1817 -1.3398 -0.627
N -1.3949 -0.2407 -3.4362 0.7065 0.3583 -0.1910 -0.668
C 0.8808 -0.2771 0.4585 -1.3415 0.8058 0.5701 -0.214
C 1.8567 -0.0654 2.8145 0.0006 1.0396 -0.2803 -0.506
C -1.1363 -0.5808 -0.9152 0.4980 0.8170 0.2623 -0.254
C -1.5167 0.3918 -2.0685 -1.1178 -1.5825 1.0435 -0.246
C 1.5070 0.6844 1.4869 0.8692 -1.7739 0.7449 -0.429
H -1.3509 0.4781 -4.1519 -0.6645 0.2097 -0.3155 0.447
H -2.5952 0.4979 -1.9601 0.0767 0.7911 -0.1549 0.226
H 0.8092 1.4539 1.7882 0.0035 0.3710 -0.4695 0.228
H -2.0325 -1.0610 -0.5222 -0.0964 0.0621 -0.0700 0.215
H -2.1533 -0.9034 -3.6067 -0.0109 0.2136 -0.1560 0.447
H 2.4430 1.0895 1.1066 -0.1399 0.3148 -0.1561 0.219
H -0.9958 1.3306 -1.9357 0.2529 0.0047 -0.5373 0.265
H 2.2733 -1.0564 2.6539 -0.3865 -0.2071 0.0065 0.222
H 2.6477 0.4884 3.3158 -0.0099 -0.0186 0.1072 0.227
H -0.5238 -0.7353 -3.6001 0.3667 -0.3870 0.4709 0.436
H -0.4997 -1.4099 -1.2406 0.2016 0.1637 -0.1577 0.192
H 0.7461 1.1530 4.4437 -0.2572 -0.1131 0.0311 0.134
H 1.4192 -0.3433 -0.4835 0.2390 0.2208 -0.0268 0.186
H -1.1166 0.2202 0.9164 0.4770 0.1009 0.6033 0.380
H 0.7933 -1.3012 0.8414 0.2035 0.0418 0.1523 0.178

Entry 3:
23
Properties=species:S:1:pos:R:3:forces:R:3:nbo_charge:R:1 method="wB97M-V/def2-TZVPD" relative_energy_kcal_mol=38.23 e_tot_ev=-9897.493 total_charge=0 orbital_gap_ev=9.678 e_homo_ev=-8.712
N 1.8415 -0.1418 2.4406 0.0890 -1.0261 1.3572 -0.844
N -1.2155 -2.3032 1.6102 -0.2729 0.5738 0.6249 -0.848
N -0.2552 -0.6914 -1.4240 0.0238 0.9759 0.5114 -0.821
C -0.3478 -1.2413 2.0798 0.5889 -0.5195 -0.0280 -0.025
C 0.9878 -1.1752 1.8972 -0.8484 -0.2969 0.1638 -0.101
C 0.0099 1.5246 -2.4852 0.4401 -0.0273 -0.5569 -0.400
C -0.7517 0.7195 -1.4576 0.8857 -0.5976 0.1206 -0.218
C -0.2800 3.0091 -2.3942 -0.1009 0.1305 -0.0005 -0.604
H -0.5412 1.2292 -0.4972 -0.4530 -0.1650 -0.0947 0.158
H 0.6905 -0.6331 -1.0222 -0.3757 -0.1890 -0.3578 0.337
H -0.7849 -1.1268 -0.6762 -0.0011 -0.4585 -0.0463 0.362
H -1.1006 -3.2392 2.0252 0.4290 0.8385 -0.3068 0.382
H 1.4658 -1.9628 1.3233 -0.0183 -0.2153 -0.0497 0.165
H -2.1804 -2.0235 1.8256 0.6058 -0.3028 -0.2779 0.368
H -0.1550 1.2286 -3.5351 -0.2236 -0.3219 0.4616 0.203
H -0.0340 3.4307 -1.4280 0.0222 -0.0343 0.4262 0.198
H -1.8241 0.6940 -1.6395 -0.0758 0.1472 -0.0392 0.185
H 0.3491 3.5321 -3.1023 -0.0986 0.2951 -0.3496 0.208
H -1.3410 3.2305 -2.5816 0.3108 -0.0366 -0.1083 0.201
H 1.0882 1.3278 -2.3185 -0.3587 0.2196 0.0146 0.187
H 2.5464 -0.5638 3.1024 -1.1900 0.5300 -0.8481 0.361
H -0.8866 -0.4412 2.5794 0.2878 0.1070 0.0488 0.188
H 2.4029 0.2520 1.7175 0.3339 0.3733 -0.6653 0.357